[1]
Density functional theory data (ωB97M-V/def2-TZVPD) for a molecular structure, C28H34FeN4Si2 in a non-equilibrium geometry.

Structure (XYZ):
```
69
C28H34FeN4Si2 ωB97M-V/def2-TZVPD
Fe 0.191 -0.414 -0.181
C 0.628 -3.515 -0.492
N -0.500 -2.582 -0.342
C -1.140 -2.272 -1.636
C -0.254 -1.373 -2.513
C -0.645 -1.083 -3.812
C 0.254 -0.443 -4.644
C 1.528 -0.143 -4.177
C 1.842 -0.470 -2.875
N 0.970 -1.074 -2.059
C -1.429 -2.950 0.734
C -1.589 -1.893 1.814
C -2.530 -2.067 2.820
C -2.613 -1.124 3.825
C -1.758 -0.033 3.803
C -0.860 0.075 2.759
N -0.778 -0.840 1.787
C 1.882 -3.108 0.261
C 2.903 -4.034 0.428
C 4.070 -3.636 1.053
C 4.180 -2.328 1.496
C 3.108 -1.476 1.299
N 1.978 -1.855 0.699
H 0.878 -3.600 -1.550
H 0.328 -4.515 -0.166
H -2.103 -1.793 -1.452
H -1.334 -3.168 -2.237
H -1.633 -1.358 -4.159
H -0.030 -0.190 -5.657
H 2.263 0.336 -4.807
H 2.815 -0.252 -2.452
H -1.045 -3.846 1.225
H -2.408 -3.216 0.329
H -3.180 -2.933 2.807
H -3.342 -1.235 4.618
H -1.787 0.730 4.567
H -0.188 0.919 2.683
H 2.777 -5.047 0.066
H 4.883 -4.337 1.192
H 5.071 -1.968 1.990
H 3.147 -0.447 1.632
C 2.169 2.098 2.160
Si 1.360 1.793 0.472
C 2.673 2.247 -0.800
C 0.023 3.126 0.408
C 0.337 4.436 0.801
C -0.623 5.432 0.833
C -1.936 5.137 0.480
C -2.264 3.853 0.080
C -1.300 2.835 0.029
Si -1.763 1.149 -0.658
C -2.322 1.465 -2.429
C -3.338 0.565 0.218
H 2.843 2.954 2.050
H 2.755 1.288 2.598
H 1.411 2.387 2.892
H 2.989 3.279 -0.620
H 2.282 2.199 -1.820
H 3.563 1.612 -0.735
H 1.353 4.687 1.094
H -0.355 6.437 1.135
H -2.694 5.909 0.514
H -3.293 3.642 -0.199
H -3.042 2.289 -2.402
H -2.832 0.604 -2.873
H -1.504 1.762 -3.089
H -4.192 1.123 -0.178
H -3.293 0.748 1.294
H -3.559 -0.498 0.069
```

- F_max (eV Å⁻¹) = 1.5
- E_HOMO (alpha / beta) (eV) = -8.667 / -10.786
- net charge = +1
- relative energy (zero: lowest compared OMol25 entry of this formula, charge and spin) (kcal/mol) = 2.8
- spin multiplicity = 6

=====

[2]
Density functional theory data (ωB97M-V/def2-TZVPD) for 7 unconnected molecules or ions with the total composition C28H34N5O10 in a non-equilibrium geometry.

Structure (XYZ):
```
77
C28H34N5O10 ωB97M-V/def2-TZVPD
N 0.058 -0.885 -1.266
H -0.951 -0.924 -1.297
H 0.180 -0.022 -0.756
H 0.379 -0.850 -2.223
H 0.434 -1.756 -0.921
C 3.564 -0.708 -4.275
C 2.019 -0.734 -4.230
O 1.517 -1.819 -3.529
H 3.981 -1.690 -4.503
H 3.792 -0.367 -3.265
H 3.886 -0.003 -5.042
H 1.722 -0.783 -5.277
H 1.615 0.236 -3.940
C -0.775 -3.631 1.389
C 0.477 -4.001 0.595
O 0.460 -3.674 -0.758
H -1.708 -3.926 0.910
H -0.955 -2.565 1.523
H -0.814 -3.931 2.436
H 0.691 -5.045 0.827
H 1.225 -3.404 1.117
C -6.268 -2.972 -5.076
C -4.992 -3.332 -5.327
C -4.019 -3.219 -4.314
C -4.401 -2.716 -3.088
C -5.697 -2.266 -2.896
C -6.664 -2.546 -3.844
N -3.370 -2.459 -2.040
O -2.290 -1.969 -2.363
O -3.714 -2.581 -0.840
H -6.958 -3.145 -5.888
H -4.704 -3.704 -6.299
H -2.986 -3.447 -4.530
H -5.993 -1.824 -1.956
H -7.726 -2.380 -3.740
C 1.547 4.749 2.671
C 2.349 4.121 1.771
C 1.758 3.420 0.749
C 0.341 3.456 0.490
C -0.482 4.085 1.430
C 0.127 4.635 2.587
N -0.261 2.628 -0.541
O 0.481 1.937 -1.191
O -1.459 2.587 -0.669
H 2.065 5.260 3.469
H 3.422 4.239 1.821
H 2.415 2.851 0.108
H -1.560 4.138 1.393
H -0.532 5.175 3.250
C -3.666 2.510 4.902
C -4.418 1.573 4.139
C -3.882 0.863 3.069
C -2.541 1.038 2.738
C -1.745 1.924 3.494
C -2.370 2.724 4.489
N -1.933 0.210 1.604
O -2.677 -0.468 0.967
O -0.759 0.295 1.303
H -4.135 3.062 5.702
H -5.493 1.511 4.224
H -4.509 0.177 2.518
H -0.735 2.208 3.237
H -1.779 3.486 4.976
C 7.337 1.339 1.549
C 7.058 0.295 2.455
C 5.867 -0.422 2.345
C 4.856 -0.047 1.481
C 5.217 0.938 0.538
C 6.443 1.622 0.552
N 3.606 -0.853 1.225
O 2.648 -0.391 0.574
O 3.529 -1.958 1.851
H 8.257 1.888 1.680
H 7.730 0.109 3.280
H 5.662 -1.212 3.053
H 4.539 1.105 -0.286
H 6.665 2.234 -0.310
```

- F_max (eV Å⁻¹) = 5.6
- E_HOMO (alpha / beta) (eV) = 0.253 / -0.200
- net charge = -2
- spin multiplicity = 2

=====

[3]
Density functional theory data (ωB97M-V/def2-TZVPD) for a molecular structure, C28H35BiFNO3Se2.

Structure (XYZ):
```
71
C28H35BiFNO3Se2 ωB97M-V/def2-TZVPD
Bi -0.122 0.234 -0.048
C -2.482 1.614 -3.762
C -3.161 1.564 -2.398
C -4.489 2.332 -2.441
C -2.308 2.095 -1.260
C -1.182 2.896 -1.456
C -0.496 3.455 -0.380
C -0.909 3.246 0.937
C -0.199 3.887 2.097
C -2.027 2.430 1.136
C -2.708 1.864 0.065
H -3.108 1.120 -4.505
H -1.502 1.132 -3.766
H -2.343 2.644 -4.096
H -3.399 0.517 -2.165
H -4.306 3.388 -2.647
H -5.032 2.260 -1.499
H -5.127 1.938 -3.230
H -0.842 3.116 -2.460
H 0.355 4.098 -0.574
H 0.386 4.745 1.773
H 0.483 3.187 2.586
H -0.913 4.223 2.848
H -2.380 2.252 2.146
H -3.591 1.264 0.259
C 3.442 -3.011 5.807
C 1.937 -3.118 5.970
C 1.463 -2.519 7.284
C -0.024 -2.762 7.464
C -0.789 -2.263 6.270
C -2.118 -1.925 6.379
C -2.822 -1.442 5.276
F -4.107 -1.131 5.432
C -2.229 -1.265 4.060
C -0.873 -1.597 3.921
C -0.224 -1.399 2.647
O -0.940 -0.933 1.670
C 1.129 -1.744 2.555
C 1.763 -2.272 3.677
N 1.186 -2.455 4.846
C -0.156 -2.110 5.018
C 1.987 -1.676 1.330
O 3.088 -2.157 1.318
O 1.472 -1.127 0.225
H 3.903 -3.413 6.707
H 3.758 -1.972 5.705
H 3.830 -3.591 4.971
H 1.638 -4.170 5.934
H 1.690 -1.450 7.299
H 2.025 -2.982 8.094
H -0.396 -2.273 8.364
H -0.210 -3.833 7.590
H -2.634 -2.021 7.326
H -2.786 -0.879 3.220
H 2.797 -2.562 3.573
C -0.842 -3.325 -0.421
Se -1.649 -1.783 -1.284
C -0.824 -1.971 -3.052
C 0.678 -1.771 -3.084
Se 1.151 0.097 -2.755
C 3.039 -0.176 -2.365
H -1.124 -4.199 -1.004
H -1.277 -3.382 0.572
H 0.237 -3.212 -0.366
H -1.352 -1.268 -3.697
H -1.087 -2.979 -3.376
H 1.053 -2.024 -4.075
H 1.198 -2.380 -2.346
H 3.140 -0.838 -1.510
H 3.463 0.802 -2.153
H 3.501 -0.587 -3.257
```

- F_max (eV Å⁻¹) = 0.3
- E_HOMO (eV) = -14.082
- net charge = +2
- relative energy (zero: lowest compared OMol25 entry of this formula, charge and spin) (kcal/mol) = 0.0